1.
81
Properties=species:S:1:pos:R:3:forces:R:3 method="wB97M-V/def2-TZVPD" spin_multiplicity=2 e_tot_ev=-61242.3589 s2=0.77 gap_ev="5.842 / 5.888"
Pd -1.75470 0.92459 0.01473 -0.529 -0.154 -0.381
C -2.50668 0.44995 4.23392 -0.056 -0.144 -0.075
C -2.00723 1.63345 4.73402 0.073 0.140 0.048
C -1.45040 2.55820 3.85989 -0.016 0.060 0.206
C -1.39907 2.25666 2.51809 0.161 0.325 -0.324
N -1.84803 1.07986 2.04809 0.014 -0.355 0.033
C -2.40689 0.20570 2.87218 0.046 0.008 0.012
C -0.94090 3.21317 1.46744 -0.099 -0.213 0.342
C -0.59319 4.54106 1.64180 0.061 0.070 0.094
C -0.32823 5.30371 0.51474 -0.002 0.039 0.011
C -0.42020 4.74822 -0.75345 0.088 0.143 -0.032
C -0.75844 3.41357 -0.86094 -0.044 -0.159 -0.391
N -0.98250 2.70442 0.24009 -0.256 0.090 0.044
C -0.96339 2.64642 -2.12566 0.073 0.322 0.346
C -0.68162 3.17337 -3.36493 0.002 0.045 -0.229
C -0.93448 2.40729 -4.49774 0.061 0.156 0.034
C -1.45739 1.14308 -4.34375 -0.057 -0.114 0.003
C -1.69449 0.66315 -3.06210 -0.043 -0.033 -0.030
N -1.44800 1.39511 -1.98369 0.046 -0.088 0.169
H -2.97258 -0.28362 4.87720 0.010 0.014 -0.016
H -2.06182 1.84962 5.79304 -0.003 0.013 -0.018
H -1.07966 3.50873 4.21799 -0.014 -0.030 0.021
H -2.78269 -0.69548 2.40628 0.036 -0.038 0.001
H -0.55531 4.97946 2.62883 -0.012 0.012 -0.030
H -0.07471 6.35014 0.62232 0.002 -0.021 0.006
H -0.25878 5.35622 -1.63185 0.009 -0.012 0.028
H -0.27178 4.17007 -3.45027 -0.026 -0.028 -0.028
H -0.72316 2.80201 -5.48318 -0.006 0.004 0.029
H -1.67337 0.51254 -5.19446 -0.007 -0.008 0.015
H -2.08073 -0.33603 -2.89871 -0.012 -0.009 0.028
O -3.71609 2.76652 -0.77936 -0.325 0.261 0.045
N -4.50604 2.89393 0.19473 0.672 -0.405 -0.146
O -4.25224 2.13800 1.15381 -0.232 0.215 0.020
C -4.63086 -0.73380 -0.88355 -0.058 -0.001 0.092
C -3.28469 -1.39684 -1.08115 0.108 0.372 0.055
O -3.13597 -2.23410 -1.97691 0.083 -0.103 -0.034
N -2.29842 -0.99053 -0.24347 0.118 -0.098 0.060
Te -0.45172 -2.19167 -0.68827 0.494 -0.349 0.061
C 1.61830 -2.59786 -1.52395 -0.329 -0.057 0.009
C 1.94392 -2.21590 -2.82694 0.044 0.054 0.009
C 1.04994 -1.34699 -3.68119 0.050 -0.063 0.078
C 3.16017 -2.62825 -3.37405 -0.037 0.033 -0.016
C 4.04498 -3.42500 -2.66757 0.032 -0.026 -0.009
C 5.33117 -3.90438 -3.28781 -0.024 0.014 0.025
C 3.69255 -3.80717 -1.37909 0.019 0.005 0.051
C 2.49271 -3.41669 -0.79074 0.095 0.085 -0.031
C 2.20871 -3.88813 0.61533 -0.015 0.016 -0.126
C 0.43744 -1.21519 0.99001 -0.105 0.112 -0.012
C 1.22608 -0.06225 0.82640 -0.035 -0.023 -0.022
C 1.54848 0.55053 -0.51202 0.069 -0.140 -0.035
C 1.75110 0.56812 1.95017 -0.008 0.027 0.037
C 1.53439 0.08900 3.23486 0.053 0.038 0.016
C 2.10993 0.78626 4.44040 -0.042 -0.027 -0.037
C 0.76646 -1.05493 3.37426 -0.081 0.009 0.053
C 0.20268 -1.70953 2.28065 -0.063 -0.030 0.019
C -0.62415 -2.93852 2.58425 0.041 0.082 -0.002
H -5.40302 -1.50010 -0.94058 -0.014 0.017 0.006
H -4.78756 -0.03270 -1.70633 0.003 0.018 0.023
H -4.69195 -0.17818 0.05015 -0.023 0.028 -0.024
H -0.00193 -1.51537 -3.45951 -0.035 -0.021 -0.026
H 1.21162 -1.55114 -4.74072 0.015 0.005 0.022
H 1.25788 -0.28541 -3.51422 -0.014 -0.008 0.032
H 3.41055 -2.32254 -4.38632 -0.007 -0.020 0.022
H 5.58330 -3.32265 -4.17425 -0.001 0.001 0.007
H 5.24866 -4.95091 -3.58915 0.002 0.003 0.000
H 6.16107 -3.83219 -2.58361 -0.004 0.003 -0.004
H 4.36995 -4.43879 -0.81021 -0.019 0.013 -0.028
H 2.92232 -4.65841 0.90737 -0.007 -0.003 -0.013
H 1.20303 -4.30409 0.70087 -0.010 0.009 -0.005
H 2.28264 -3.06582 1.32855 0.019 -0.020 -0.005
H 0.74027 0.41184 -1.22856 0.046 -0.029 0.015
H 2.44033 0.08589 -0.93890 0.021 -0.012 -0.017
H 1.74115 1.62035 -0.40242 0.001 -0.032 -0.003
H 2.34417 1.46823 1.81312 0.003 -0.023 0.004
H 2.70062 1.65503 4.15030 -0.005 -0.004 -0.005
H 2.75483 0.11424 5.00887 0.004 0.004 0.001
H 1.31797 1.12321 5.11372 0.002 -0.006 -0.017
H 0.57882 -1.45010 4.36962 0.001 0.009 -0.026
H -1.28415 -2.74823 3.43336 0.019 0.011 -0.001
H 0.02625 -3.77128 2.86453 -0.006 0.003 -0.027
H -1.23525 -3.26017 1.74558 -0.017 0.016 -0.008

2.
86
Properties=species:S:1:pos:R:3:forces:R:3 method="wB97M-V/def2-TZVPD" spin_multiplicity=5 total_charge=+1 e_tot_ev=-132650.9195 s2=6.05 gap_ev="8.581 / 5.291"
Pt -1.03576 0.86957 -0.93245 -0.259 -0.232 -0.090
O -4.80565 1.09788 -0.73456 -0.135 0.089 0.020
C -3.76219 1.66622 -0.95953 0.196 0.000 -0.104
O -2.83700 1.11554 -1.74430 -0.017 0.017 0.052
C -3.48929 3.05234 -0.45551 -0.080 0.013 0.057
C -4.60921 3.84670 -0.27779 0.097 -0.003 0.031
C -4.47070 5.15441 0.14057 0.013 0.021 0.179
C -3.23153 5.70596 0.38552 -0.019 -0.122 -0.061
C -2.10846 4.91866 0.22135 -0.151 0.261 -0.153
C -2.19037 3.55609 -0.16957 0.019 -0.209 0.063
O -1.10611 2.83012 -0.18367 0.177 0.233 -0.008
N -0.82165 5.59429 0.46382 -0.062 -0.446 0.567
O 0.20835 5.03217 0.13977 0.057 0.081 -0.295
O -0.85963 6.66122 1.03536 0.025 0.190 -0.110
N -5.66911 5.98429 0.31958 0.124 0.118 -0.602
O -6.73308 5.49099 0.00859 -0.094 -0.049 0.216
O -5.50529 7.12567 0.69311 -0.047 0.002 0.218
H -5.59033 3.43802 -0.47321 0.010 -0.001 0.001
H -3.13142 6.73460 0.69697 -0.017 -0.010 -0.001
O -2.22370 0.17713 0.78576 -0.082 0.002 0.009
S -2.73769 -1.27457 0.95177 0.158 0.036 0.024
C -4.32404 -1.08725 1.78382 -0.046 -0.005 -0.039
C -5.18758 -2.17738 1.16289 0.012 -0.025 0.014
C -4.99438 -2.03830 -0.34746 -0.021 0.051 -0.017
C -3.49181 -1.86521 -0.59988 -0.028 0.029 0.003
H -4.66798 -0.08778 1.50913 0.001 -0.003 0.013
H -4.17256 -1.16623 2.85730 0.003 -0.005 0.012
H -6.22642 -2.05407 1.46469 -0.010 0.020 -0.023
H -4.86283 -3.16206 1.50966 -0.013 -0.012 0.012
H -5.50854 -1.14687 -0.70261 0.006 -0.037 0.005
H -5.37614 -2.90146 -0.88915 0.000 -0.021 -0.002
H -3.26382 -1.11756 -1.36005 -0.037 -0.021 -0.008
H -2.98258 -2.80024 -0.83321 0.007 -0.008 0.006
C 1.04505 -6.18110 -3.11691 0.001 -0.030 -0.017
C 0.98090 -4.87513 -2.38318 -0.005 0.017 0.059
C 0.80579 -4.83076 -1.00556 0.029 0.051 -0.012
C 0.75754 -3.62852 -0.31349 -0.058 -0.077 -0.042
C 0.56371 -3.65332 1.17956 -0.019 -0.015 0.062
C 0.90108 -2.43528 -1.04022 0.028 -0.001 -0.012
As 0.83442 -0.86740 0.07456 0.309 0.208 0.019
N 1.02416 0.68312 -0.86574 -0.090 -0.051 -0.201
C 2.01865 1.47759 -1.25853 0.013 -0.046 0.216
C 3.34884 0.98137 -1.38941 0.050 0.053 -0.019
C 4.35079 1.82470 -1.78474 -0.009 -0.088 0.032
C 4.07403 3.17510 -2.04372 0.012 0.040 -0.026
C 2.78176 3.68094 -1.90431 -0.071 -0.017 0.028
C 1.75464 2.85410 -1.52004 0.088 -0.006 -0.045
C 2.24379 -0.69010 1.40375 -0.092 -0.005 0.057
C 3.45033 -1.39179 1.35664 0.040 -0.003 0.042
C 3.84732 -2.39467 0.30601 0.020 -0.005 -0.095
C 4.37451 -1.14488 2.37085 -0.002 0.000 -0.030
C 4.13523 -0.24108 3.39137 -0.015 -0.002 -0.005
C 5.14800 0.00517 4.46961 0.020 0.003 0.017
C 2.92614 0.44931 3.39284 -0.030 -0.009 -0.019
C 1.96320 0.24316 2.41976 0.084 -0.006 -0.005
C 0.69335 1.04734 2.46614 -0.069 0.054 0.012
C 1.03742 -2.43791 -2.43747 -0.041 -0.076 -0.037
C 1.13935 -1.20254 -3.28810 -0.103 0.087 -0.014
C 1.08522 -3.67214 -3.07260 -0.036 0.053 0.001
H 0.88680 -7.02260 -2.44592 0.002 -0.010 0.004
H 2.01822 -6.30421 -3.59439 0.002 -0.001 -0.001
H 0.29081 -6.22323 -3.90321 -0.004 0.009 -0.006
H 0.70242 -5.75607 -0.45248 0.003 -0.022 0.015
H 0.43245 -4.67754 1.52184 -0.024 -0.004 0.008
H -0.32442 -3.09043 1.48205 0.014 0.013 0.007
H 1.41818 -3.23910 1.71966 -0.007 -0.002 -0.028
H 3.54235 -0.06176 -1.18234 0.023 -0.052 0.010
H 5.36050 1.45469 -1.89596 0.010 -0.015 0.002
H 4.87629 3.83312 -2.34774 0.017 0.008 -0.001
H 2.58926 4.73037 -2.07664 -0.021 0.010 -0.001
H 0.75848 3.23333 -1.34606 -0.063 0.042 -0.006
H 3.22026 -2.38437 -0.58265 0.084 0.040 0.058
H 3.81438 -3.40747 0.71273 -0.018 -0.021 -0.008
H 4.87646 -2.20891 -0.00266 0.012 -0.023 0.013
H 5.31503 -1.68310 2.34873 0.021 -0.008 -0.003
H 6.01803 -0.63769 4.35581 0.014 -0.007 -0.007
H 4.71503 -0.17670 5.45344 -0.007 0.002 0.013
H 5.48374 1.04246 4.44904 0.008 0.014 0.006
H 2.72821 1.16925 4.17811 -0.011 0.009 0.008
H 0.62237 1.57746 3.41438 -0.010 -0.001 -0.019
H -0.20101 0.42815 2.36618 0.001 -0.010 -0.020
H 0.65753 1.79880 1.67159 0.002 -0.012 0.017
H 0.37746 -0.46069 -3.03407 0.052 -0.068 -0.028
H 0.99600 -1.46736 -4.33373 0.033 0.015 -0.001
H 2.11543 -0.72288 -3.19861 0.008 0.012 0.029
H 1.19298 -3.69166 -4.15088 0.014 -0.001 -0.011

3.
76
Properties=species:S:1:pos:R:3:forces:R:3 method="wB97M-V/def2-TZVPD" spin_multiplicity=1 e_tot_ev=-126205.1608 gap_ev=4.904
Ba 1.39800 -0.99776 3.06184 1.290 0.298 1.876
C -2.33086 -0.02497 7.01411 -0.627 0.198 -0.238
C -2.73099 -0.15969 5.74982 -0.110 -0.222 0.127
C -3.01830 0.95591 4.77164 -0.703 -0.151 -0.784
C -1.70860 1.44731 4.09368 -0.533 -0.219 -0.091
C -0.66413 1.95713 5.03054 0.839 0.085 0.636
C -0.81819 2.45041 6.26808 0.029 0.421 -1.004
C -2.13397 2.55523 6.98375 -0.852 0.510 1.390
C -2.47368 1.25785 7.80010 0.497 0.300 -0.169
C 3.17362 0.12302 5.32200 -0.260 0.074 -0.950
H -1.91653 -0.88388 7.54512 -0.416 0.084 -0.133
H -2.81711 -1.16694 5.32738 0.536 0.311 0.077
H -3.60383 1.80748 5.16775 0.468 -0.699 -0.255
H -3.65228 0.54944 3.96109 0.194 0.093 0.255
H -1.28386 0.60526 3.49678 -0.226 0.233 0.380
H -1.95903 2.21050 3.33567 0.069 -0.096 0.232
H 0.36816 1.84479 4.66904 -0.290 0.360 0.144
H 0.06752 2.88173 6.77935 -0.595 -0.672 -0.276
H -3.03291 2.84934 6.40713 0.999 -0.175 0.001
H -2.07779 3.37473 7.72413 0.195 -0.300 -0.157
H -1.76450 1.20467 8.64610 -0.531 0.104 -0.124
H -3.52687 1.33407 8.17300 0.888 -0.036 -0.027
H 3.35688 0.10580 6.41920 -0.294 -0.510 -0.631
H 2.19258 0.69260 5.20830 1.030 0.142 -0.006
H 4.07042 0.63321 4.89314 -0.814 0.271 0.052
P 0.08818 -2.24251 -2.74983 0.379 -0.374 0.278
P 2.00292 0.32075 -3.08749 1.010 0.322 -0.377
C -0.56308 -0.65859 -3.33705 0.463 1.195 -0.199
C 0.26524 0.39751 -3.54826 -1.227 -0.979 -0.296
C -0.71136 -3.42418 -3.91506 -0.117 -0.095 -0.224
C -1.86183 -3.12016 -4.65920 -0.003 -0.562 0.005
C -2.44667 -4.09036 -5.48194 0.201 0.008 0.025
C -1.85442 -5.34936 -5.61308 0.190 0.113 0.211
C -0.65790 -5.63319 -4.93944 -0.204 0.119 -0.085
C -0.08308 -4.67473 -4.10554 -0.408 0.312 0.102
C -0.88940 -2.35576 -1.18348 -0.096 -0.191 -0.198
C -0.51956 -1.50197 -0.12243 -0.125 -0.257 -0.051
C -1.20732 -1.56170 1.08854 -0.340 0.256 -0.066
C -2.29949 -2.43013 1.24351 0.075 -0.068 -0.044
C -2.65695 -3.27493 0.18662 0.193 0.048 0.056
C -1.94352 -3.26220 -1.02116 0.056 0.374 0.515
C 2.69102 1.07428 -4.66085 -0.148 0.131 -0.003
C 2.60750 0.29670 -5.83525 0.083 0.397 0.210
C 3.01964 0.82079 -7.06094 0.023 0.241 0.275
C 3.51602 2.13042 -7.12051 0.014 -0.013 0.148
C 3.61316 2.91071 -5.96347 -0.073 -0.356 0.070
C 3.21092 2.37677 -4.73213 -0.122 -0.140 -0.239
C 2.09593 1.75692 -1.93751 0.001 -0.130 0.180
C 3.24851 1.84606 -1.12697 -0.545 0.280 -0.302
C 3.42263 2.95653 -0.30270 -0.052 0.074 0.069
C 2.45003 3.96495 -0.25213 -0.052 -0.234 -0.201
C 1.28775 3.85017 -1.02339 0.112 -0.226 0.100
C 1.09451 2.73337 -1.84615 0.412 0.261 0.209
H -1.64511 -0.59213 -3.50173 0.390 0.231 -0.193
H -0.07014 1.30299 -4.06863 -0.226 -0.260 0.354
H -2.31429 -2.13352 -4.60336 0.002 -0.265 0.057
H -3.36727 -3.86031 -6.02426 0.330 -0.062 0.155
H -2.31645 -6.10951 -6.24494 0.144 0.238 0.159
H -0.17574 -6.60532 -5.06669 -0.158 0.327 0.038
H 0.85289 -4.88740 -3.58642 -0.253 0.043 -0.093
H 0.29413 -0.77371 -0.25976 -0.309 -0.302 -0.060
H -0.96448 -0.84244 1.89431 -0.521 -0.479 -0.569
H -2.86456 -2.43933 2.18452 0.294 -0.025 -0.463
H -3.50101 -3.95580 0.29027 0.191 0.168 0.076
H -2.21408 -3.94317 -1.83499 0.063 0.313 0.329
H 2.19480 -0.71181 -5.78647 0.114 0.181 0.000
H 2.94357 0.21356 -7.96655 0.047 0.236 0.300
H 3.83460 2.54537 -8.07486 -0.081 -0.091 0.166
H 3.99205 3.93802 -6.00498 -0.126 -0.459 -0.056
H 3.27710 2.99516 -3.83363 -0.025 -0.224 -0.274
H 3.99676 1.04883 -1.17011 -0.190 0.318 -0.003
H 4.32691 3.03773 0.30112 -0.255 0.013 -0.100
H 2.59276 4.83174 0.39637 -0.022 -0.274 -0.225
H 0.52675 4.63038 -0.98630 0.187 -0.210 0.047
H 0.17081 2.63693 -2.42126 0.378 0.123 0.176
Br 0.39684 -1.78966 5.62689 -0.457 -0.447 -0.315